# 1
Entry from the OMol25 dataset: a cluster of 15 separate species, C18H33Cl28F2NOS in total (the ωB97M-V functional and the def2-TZVPD basis).

```
84
Properties=species:S:1:pos:R:3:forces:R:3
O 5.140 -2.752 0.909 -6.561 2.696 -5.025
C 4.150 -2.327 0.114 3.498 -1.375 2.607
N 4.107 -0.917 -0.509 -1.116 -2.336 1.349
C 2.816 -0.726 -1.317 0.873 0.073 0.944
F 2.926 -1.064 -2.782 0.109 0.093 3.475
S 2.574 1.140 -1.207 0.394 -0.583 -0.758
C 1.764 -1.723 -0.534 0.711 -0.915 -1.928
C 2.779 -3.045 -0.425 0.229 0.387 -1.444
F 2.268 -4.274 0.225 1.225 3.189 -1.014
H 3.871 -0.352 0.361 0.909 -0.351 -1.374
H 3.809 1.660 -1.713 -1.383 -1.339 0.558
H 1.404 -1.388 0.544 1.209 -0.402 -2.924
H 0.925 -1.961 -1.342 1.399 0.439 2.230
H 2.995 -3.329 -1.557 -0.323 0.293 2.441
C -0.823 -3.245 1.801 -0.191 -0.321 -0.075
Cl -0.533 -3.583 3.512 -0.018 -0.093 -0.105
Cl -0.455 -1.560 1.414 -1.124 0.146 0.655
H -0.187 -3.896 1.197 -0.011 0.206 0.161
H -1.874 -3.441 1.573 0.414 0.261 0.133
C 4.057 -4.508 3.690 0.337 0.115 -0.229
Cl 3.478 -3.000 4.409 0.013 0.116 0.012
Cl 2.871 -5.803 3.888 0.016 -0.126 -0.050
H 4.235 -4.348 2.624 -0.265 0.109 0.472
H 4.989 -4.801 4.180 -0.325 0.060 -0.048
C 1.570 3.391 1.808 -0.034 0.610 -0.146
Cl 1.861 1.728 2.332 0.076 -0.127 0.299
Cl 0.689 3.430 0.275 0.138 0.219 0.406
H 0.980 3.906 2.570 0.162 -0.380 -0.327
H 2.530 3.897 1.680 -0.646 -0.421 -0.063
C 0.772 -1.579 -5.181 0.420 0.183 -0.108
Cl -0.445 -0.460 -5.806 0.066 0.049 -0.042
Cl 0.023 -2.867 -4.230 0.096 -0.073 0.059
H 1.311 -2.024 -6.021 -0.271 0.062 0.192
H 1.469 -1.027 -4.545 -0.311 -0.160 -0.086
C 5.346 -7.748 1.283 -0.218 -0.148 -0.251
Cl 6.308 -8.472 2.577 -0.031 -0.104 -0.019
Cl 5.459 -5.984 1.316 0.138 -0.253 -0.411
H 5.715 -8.110 0.320 0.013 0.156 0.296
H 4.301 -8.040 1.411 0.279 0.158 0.098
C 2.013 -6.229 -4.380 -0.275 -0.032 -0.237
Cl 1.841 -5.566 -2.750 -0.093 -0.119 0.030
Cl 3.711 -6.526 -4.770 -0.035 -0.029 -0.092
H 1.464 -7.172 -4.440 0.224 0.220 0.122
H 1.602 -5.516 -5.099 0.172 -0.085 0.252
C -2.487 2.962 -1.857 -0.359 -0.116 0.003
Cl -2.659 3.625 -0.227 -0.239 -0.043 0.091
Cl -0.789 2.665 -2.247 -0.183 -0.167 -0.334
H -3.036 2.019 -1.917 0.227 0.182 0.115
H -2.898 3.675 -2.576 0.234 -0.232 0.591
C -3.829 7.052 -0.949 0.049 0.034 0.416
Cl -2.745 8.249 -1.669 0.056 0.011 0.082
Cl -5.012 6.475 -2.129 0.139 0.500 0.293
H -3.238 6.205 -0.594 -0.154 0.214 -0.253
H -4.358 7.511 -0.110 0.089 -0.041 -0.316
C -1.305 3.766 5.047 -0.131 -0.279 0.265
Cl -0.221 4.962 4.327 -0.058 0.209 0.306
Cl -2.488 3.188 3.867 0.368 -0.116 -0.193
H -0.714 2.918 5.402 -0.104 0.219 -0.227
H -1.834 4.224 5.886 0.097 0.009 -0.302
C -7.028 3.954 -3.831 -0.069 0.135 -0.247
Cl -8.357 3.153 -2.984 -0.037 0.066 -0.105
Cl -5.486 3.661 -3.017 -0.238 -0.644 -0.402
H -6.971 3.566 -4.851 -0.010 -0.008 0.325
H -7.219 5.029 -3.856 0.056 -0.254 0.144
C 4.726 3.826 4.156 0.186 -0.306 0.281
Cl 4.593 4.190 2.431 0.768 0.070 0.103
Cl 3.746 4.939 5.118 0.022 -0.078 0.038
H 4.380 2.805 4.332 -0.043 0.301 -0.135
H 5.772 3.919 4.460 -0.294 0.104 -0.152
C -1.899 -6.950 0.606 0.203 -0.309 0.152
Cl -3.002 -5.700 1.193 -0.169 -0.225 0.082
Cl -1.569 -6.749 -1.119 0.074 -0.056 0.039
H -0.959 -6.883 1.158 -0.233 0.103 -0.176
H -2.354 -7.930 0.769 0.022 0.326 -0.104
C -3.236 4.817 -5.954 -0.191 -0.104 -0.243
Cl -2.274 4.093 -4.660 0.112 0.134 -0.833
Cl -3.123 6.581 -5.921 -0.087 -0.042 -0.066
H -2.867 4.455 -6.917 0.015 0.136 0.303
H -4.282 4.525 -5.827 0.278 0.118 0.111
C -6.283 4.218 5.455 -0.336 -0.111 0.102
Cl -4.679 3.816 6.082 -0.348 -0.017 0.378
Cl -6.187 5.491 4.233 -0.099 -0.027 0.003
H -6.723 3.325 5.005 0.241 0.240 0.046
H -6.911 4.563 6.280 0.259 -0.003 -0.220
```
Positions in Å, forces in eV/Å.

As for the multiplicity: 1. As for the frontier orbital gap: 9.99 eV. The LUMO energy comes out at 0.156 eV.

# 2
Entry from the OMol25 dataset: a structure of composition C3H3O4Sn (the ωB97M-V functional and the def2-TZVPD basis).

```
11
Properties=species:S:1:pos:R:3:forces:R:3
C 1.593 -0.753 -0.014 0.554 -3.170 -0.058
C 0.639 -1.869 0.338 1.366 -1.136 -0.131
O -0.589 -1.411 0.654 -1.895 1.334 0.035
O 1.170 0.391 -0.056 1.953 1.818 -1.000
H 2.643 -0.986 -0.248 -0.166 0.275 0.031
H 0.551 -2.616 -0.489 0.409 0.546 -0.162
Sn -0.684 0.638 0.531 -0.904 -4.375 3.845
O -2.857 3.828 -1.021 1.399 -1.646 0.486
O -1.366 2.263 -0.199 0.528 1.584 -1.288
C -2.121 3.033 -0.655 -3.576 4.183 -1.619
H 1.022 -2.520 1.159 0.331 0.587 -0.138
```
Positions in Å, forces in eV/Å.

As for the net charge: +2. As for the multiplicity: 2. As for the frontier orbital gap (alpha / beta): 9.03 / 7.49 eV. The LUMO energy (alpha / beta) comes out at -10.437 / -12.554 eV. The relative energy (zero: lowest compared OMol25 entry of this formula, charge and spin) comes out at 2.6 kcal per mole.

# 3
Entry from the OMol25 dataset: a structure of composition C26H72N9O8P3SSi (the ωB97M-V functional and the def2-TZVPD basis).

```
120
Properties=species:S:1:pos:R:3:forces:R:3
C 0.369 -9.177 -9.662 -0.117 -0.227 0.326
C 1.095 -8.300 -8.686 -0.486 0.314 -0.288
O 1.314 -7.151 -8.928 0.460 0.436 0.005
O 1.445 -8.882 -7.512 0.198 -0.865 0.155
C 2.858 -8.868 -7.274 0.765 0.707 -0.372
C 3.368 -7.552 -6.665 -0.912 -0.093 0.118
C 4.106 -7.781 -5.371 0.242 -0.186 -0.361
O 4.639 -6.530 -4.912 0.092 -0.048 0.088
S 4.834 -6.509 -3.293 -0.102 -0.724 0.011
O 5.791 -5.456 -3.053 0.033 0.342 0.013
O 3.383 -5.969 -2.901 0.425 0.402 0.100
Si 3.215 -4.349 -2.335 -0.960 0.709 0.340
C 1.373 -4.113 -2.167 0.429 -0.729 -0.708
C 3.920 -4.094 -0.633 0.191 0.219 -0.282
C 3.807 -3.057 -3.537 0.611 -0.281 0.369
H 0.796 -9.000 -10.643 0.022 -0.061 -0.110
H -0.674 -8.870 -9.696 -0.096 0.015 -0.005
H 0.425 -10.222 -9.378 -0.005 -0.115 -0.087
H 3.136 -9.733 -6.677 -0.440 -0.089 0.243
H 3.367 -8.998 -8.230 -0.056 -0.178 -0.110
H 3.955 -7.010 -7.400 0.268 0.070 0.123
H 2.484 -6.948 -6.475 0.032 0.184 0.067
H 4.918 -8.494 -5.542 0.205 0.086 0.123
H 3.454 -8.225 -4.618 -0.194 0.062 0.004
H 1.147 -3.200 -1.625 -0.150 -0.011 0.163
H 0.923 -4.991 -1.708 -0.182 0.135 0.304
H 0.981 -4.067 -3.185 -0.217 0.178 -0.012
H 3.467 -4.753 0.104 0.117 -0.186 0.051
H 3.611 -3.081 -0.364 -0.075 0.078 0.020
H 5.006 -4.110 -0.598 0.086 -0.237 0.123
H 3.598 -3.307 -4.574 -0.121 0.064 -0.096
H 4.883 -2.937 -3.421 0.112 -0.005 -0.168
H 3.355 -2.105 -3.260 -0.227 0.042 -0.123
O 0.431 -2.515 0.678 2.788 -0.600 0.603
P 0.437 -1.811 1.997 -4.836 1.892 0.544
N -0.680 -2.721 2.941 -0.242 0.431 0.410
C -2.105 -2.703 2.653 -0.121 0.092 -0.248
C -0.193 -4.072 3.192 0.458 -0.032 -0.076
N -0.091 -0.231 1.488 0.157 0.033 -0.275
C -1.429 0.271 1.727 -0.047 0.039 0.245
C 0.352 0.150 0.148 -0.112 -0.184 -0.167
N 1.231 -1.209 3.355 2.294 -1.306 -0.910
C 0.699 -1.116 4.697 -0.263 -0.386 0.173
C 2.494 -0.516 3.128 -0.100 0.221 -0.070
H -2.627 -3.309 3.396 0.112 -0.151 -0.025
H -2.352 -3.085 1.654 -0.034 -0.007 0.013
H -2.517 -1.702 2.758 0.087 -0.022 -0.113
H 0.733 -4.036 3.776 0.016 0.002 -0.074
H 0.014 -4.621 2.265 -0.064 -0.032 0.026
H -0.919 -4.639 3.774 -0.094 0.120 0.031
H -2.197 -0.290 1.173 -0.016 0.045 -0.010
H -1.489 1.316 1.418 0.101 -0.034 0.028
H -1.680 0.270 2.791 0.009 -0.101 -0.033
H -0.288 -0.271 -0.640 0.057 -0.003 -0.029
H 1.372 -0.184 -0.041 -0.015 -0.045 -0.002
H 0.348 1.238 0.057 -0.058 0.012 0.078
H -0.317 -0.717 4.712 -0.012 -0.029 -0.056
H 1.327 -0.440 5.279 0.112 0.045 -0.152
H 0.693 -2.078 5.215 -0.060 0.001 0.014
H 2.348 0.569 3.089 0.009 -0.008 0.004
H 2.941 -0.827 2.182 -0.045 0.014 -0.035
H 3.219 -0.749 3.910 -0.029 -0.044 0.013
O 1.061 3.547 -1.545 -1.802 -1.217 2.137
P 0.015 4.616 -1.635 1.991 3.250 -4.158
N -0.393 4.519 -3.314 -0.110 0.699 -0.315
C 0.549 4.913 -4.348 0.278 -0.002 0.082
C -1.049 3.256 -3.632 -0.144 -0.188 0.400
N 0.960 5.991 -1.123 0.111 -0.107 0.529
C 1.504 6.961 -2.049 -0.279 0.172 -0.201
C 1.938 5.687 -0.082 0.150 -0.269 -0.119
N -1.450 5.377 -1.301 -0.396 -2.097 1.983
C -2.296 6.112 -2.217 -0.138 -0.214 -0.472
C -1.795 5.480 0.113 0.081 0.175 0.106
H 0.072 4.812 -5.324 -0.045 -0.165 0.027
H 1.472 4.317 -4.348 0.012 0.009 -0.042
H 0.811 5.966 -4.265 0.053 -0.069 0.101
H -1.997 3.178 -3.088 0.053 -0.027 0.043
H -0.435 2.387 -3.367 0.001 -0.004 -0.078
H -1.283 3.202 -4.695 0.036 0.148 -0.033
H 2.270 6.532 -2.711 0.017 0.087 0.016
H 1.966 7.777 -1.490 0.016 -0.057 0.098
H 0.722 7.423 -2.655 -0.014 -0.134 -0.072
H 2.862 5.251 -0.484 -0.001 -0.017 0.048
H 1.531 4.983 0.642 0.010 -0.036 -0.030
H 2.189 6.603 0.458 -0.041 0.074 -0.091
H -1.728 6.798 -2.846 0.040 -0.049 0.009
H -3.008 6.705 -1.640 0.095 -0.057 0.182
H -2.876 5.456 -2.870 0.022 0.020 -0.043
H -1.522 6.458 0.527 -0.018 -0.001 -0.032
H -1.269 4.713 0.687 -0.002 0.021 0.061
H -2.861 5.312 0.276 0.002 -0.032 -0.032
O -2.064 2.973 3.252 1.200 -2.383 0.579
P -2.649 2.856 4.620 -2.890 4.212 0.643
N -4.342 2.765 4.333 -0.228 0.276 0.505
C -5.090 3.909 3.838 0.123 0.235 -0.129
C -4.699 1.537 3.630 0.351 -0.317 0.037
N -2.061 4.352 5.309 0.303 0.066 -0.060
C -2.905 5.508 5.524 -0.238 -0.063 0.254
C -0.759 4.773 4.798 -0.036 -0.045 -0.306
N -2.768 2.104 6.119 1.653 -1.997 -1.053
C -3.951 2.013 6.952 -0.469 -0.121 -0.201
C -1.521 1.686 6.749 0.084 0.223 0.070
H -6.146 3.644 3.770 0.035 -0.152 -0.098
H -4.754 4.256 2.852 -0.035 0.010 -0.005
H -5.049 4.742 4.536 0.107 -0.036 -0.071
H -4.453 0.666 4.247 0.058 0.012 -0.038
H -4.173 1.434 2.673 -0.071 0.016 -0.029
H -5.771 1.503 3.439 -0.034 0.124 0.085
H -3.269 5.950 4.585 0.023 0.078 0.070
H -2.340 6.276 6.056 0.101 -0.032 -0.027
H -3.758 5.273 6.165 -0.053 -0.078 -0.113
H -0.831 5.293 3.833 0.050 -0.013 0.000
H -0.098 3.919 4.662 -0.021 -0.006 -0.048
H -0.285 5.441 5.521 -0.112 0.035 0.054
H -4.479 2.964 7.025 0.027 0.006 -0.052
H -3.650 1.725 7.960 0.190 0.014 -0.051
H -4.656 1.260 6.597 -0.036 0.035 -0.012
H -1.174 2.431 7.474 -0.008 -0.021 0.009
H -0.735 1.557 6.002 -0.005 0.051 -0.026
H -1.635 0.726 7.255 -0.046 -0.014 -0.025
```
Positions in Å, forces in eV/Å.

As for the multiplicity: 1. As for the frontier orbital gap: 8.32 eV. The LUMO energy comes out at 0.546 eV.